1.
{"formula": "C20H26N2O2", "method": "the ωB97M-V functional and the def2-TZVPD basis", "spin_multiplicity": 1, "mol_weight_g_mol": 326.440, "charge": 0, "species": ["O", "H", "C", "C", "H", "H", "H", "H", "C", "H", "C", "C", "N", "H", "C", "H", "H", "H", "C", "H", "H", "C", "N", "H", "C", "C", "H", "H", "C", "H", "H", "C", "H", "C", "C", "H", "O", "C", "C", "H", "H", "C", "H", "H", "C", "H", "H", "C", "C", "H"], "positions_angstrom": [[-6.71, -2.09, -0.23], [5.10, 1.87, -0.45], [-5.83, -0.28, 0.52], [3.18, -1.66, -0.38], [5.71, -1.63, -1.64], [-1.61, 0.33, -1.71], [-5.47, 1.56, 1.52], [7.11, -1.22, -0.65], [-1.38, 0.12, 0.42], [-4.82, 0.12, 2.34], [3.79, -0.49, 0.06], [5.83, -0.03, 1.41], [-5.90, -1.57, 0.72], [-2.29, 2.71, -1.67], [5.29, -0.26, -0.01], [1.35, -2.74, -0.63], [-4.35, 2.49, -0.29], [-4.05, 1.03, -1.28], [5.56, 0.98, -0.88], [-6.77, 1.06, -1.02], [-0.30, 1.31, -1.05], [1.81, -1.82, -0.29], [-3.65, 0.88, 0.81], [-7.79, -1.37, -1.83], [-2.83, -0.31, 0.67], [-4.96, 0.60, 1.37], [-1.06, 0.73, 1.26], [-3.16, -0.96, -0.16], [1.60, 0.34, 0.69], [3.77, -2.46, -0.80], [3.40, 1.42, 0.97], [-6.62, 0.08, -0.61], [6.63, 1.15, -0.96], [-7.14, -1.11, -1.02], [0.99, -0.83, 0.24], [5.61, -0.89, 2.04], [-0.90, -2.21, 0.18], [-1.31, 0.95, -0.87], [6.04, -1.44, -0.62], [5.38, 0.85, 1.87], [1.01, 1.13, 1.13], [-2.27, 2.13, -0.74], [5.16, 0.83, -1.88], [5.90, -2.34, -0.03], [-0.47, -1.09, 0.28], [-2.89, -0.89, 1.59], [6.91, 0.11, 1.38], [2.97, 0.50, 0.60], [-3.68, 1.63, -0.43], [-1.94, 2.79, 0.07]], "nbo_charge": [-0.26, 0.21, 0.12, -0.23, 0.21, 0.21, 0.21, 0.21, -0.32, 0.22, 0.02, -0.59, -0.12, 0.21, -0.08, 0.23, 0.20, 0.17, -0.59, 0.24, 0.22, -0.14, -0.43, 0.21, -0.22, -0.24, 0.22, 0.19, -0.19, 0.22, 0.20, -0.37, 0.21, 0.13, -0.18, 0.21, -0.54, -0.39, -0.60, 0.21, 0.21, -0.40, 0.21, 0.21, 0.60, 0.22, 0.21, -0.18, -0.22, 0.20]}

***

2.
{"formula": "C20H26N2O3S", "method": "the ωB97M-V functional and the def2-TZVPD basis", "spin_multiplicity": 1, "mol_weight_g_mol": 374.506, "charge": 0, "species": ["H", "N", "H", "C", "C", "H", "H", "S", "O", "C", "C", "C", "H", "H", "O", "H", "H", "H", "H", "C", "H", "H", "H", "C", "C", "H", "H", "H", "C", "C", "H", "C", "H", "C", "H", "C", "C", "C", "H", "H", "C", "H", "N", "C", "H", "H", "C", "H", "C", "H", "O", "C"], "positions_angstrom": [[0.27, 2.68, -0.12], [-3.87, 0.33, -0.28], [7.54, -2.01, -1.05], [-7.61, -1.71, 0.89], [0.54, 0.32, 0.19], [-3.23, -0.33, 0.15], [6.42, -0.05, -0.96], [-5.77, -2.76, -0.56], [-4.62, 2.47, -0.25], [-6.89, -0.63, 0.33], [-1.40, 3.07, -1.42], [5.59, 0.02, -0.25], [-0.97, 3.73, 0.59], [-5.38, 0.71, -1.62], [4.45, -0.35, -1.01], [1.35, 1.43, 1.84], [8.23, -2.26, 0.55], [0.05, -0.88, -1.51], [5.29, -2.66, -0.20], [2.16, -0.64, -1.30], [2.41, -1.22, -2.17], [-2.85, 2.91, 1.52], [-7.47, -3.89, 0.77], [0.85, -0.44, -0.93], [-4.88, -0.17, -1.20], [-2.87, 1.19, 2.00], [-1.25, 2.19, -2.04], [-2.47, 3.27, -1.36], [6.07, -2.36, 0.51], [-2.75, 1.89, 1.16], [4.95, -0.89, 1.59], [2.90, 0.65, 0.59], [-0.92, 3.92, -1.89], [5.83, -0.92, 0.94], [7.59, -3.63, -0.36], [-3.86, 1.61, 0.14], [-0.88, 0.46, 0.62], [7.44, -2.58, -0.13], [6.69, -0.54, 1.50], [-8.45, -1.59, 1.55], [3.21, -0.10, -0.54], [3.68, 1.07, 1.21], [-1.40, 1.71, 0.64], [-5.87, -1.03, -0.48], [-7.12, 0.41, 0.51], [-4.39, -0.74, -1.99], [-7.12, -2.91, 0.50], [5.99, -3.01, 1.39], [-0.81, 2.85, -0.03], [5.51, 1.06, 0.08], [-1.53, -0.51, 0.97], [1.58, 0.85, 0.95]], "nbo_charge": [0.22, -0.62, 0.20, -0.25, -0.17, 0.44, 0.20, 0.43, -0.64, -0.26, -0.63, -0.07, 0.20, 0.25, -0.50, 0.22, 0.20, 0.22, 0.21, -0.26, 0.23, 0.22, 0.23, -0.15, -0.26, 0.24, 0.21, 0.23, -0.40, -0.31, 0.21, -0.26, 0.22, -0.43, 0.21, 0.67, 0.69, -0.61, 0.21, 0.22, 0.31, 0.21, -0.42, -0.21, 0.23, 0.21, -0.42, 0.20, -0.21, 0.18, -0.65, -0.19]}

***

3.
{"formula": "C20H26N2O4", "method": "the ωB97M-V functional and the def2-TZVPD basis", "spin_multiplicity": 1, "mol_weight_g_mol": 358.438, "charge": 0, "species": ["H", "H", "H", "O", "C", "O", "O", "C", "H", "H", "C", "C", "H", "C", "H", "C", "H", "C", "H", "H", "H", "C", "C", "C", "H", "C", "H", "H", "H", "H", "C", "C", "H", "N", "H", "C", "H", "H", "C", "H", "C", "H", "H", "N", "O", "C", "C", "H", "C", "H", "H", "C"], "positions_angstrom": [[4.33, -2.55, -1.39], [0.11, 3.31, 1.06], [0.65, 1.93, -3.52], [0.54, 2.10, -1.01], [2.51, 1.43, 2.13], [-1.07, -1.36, 1.49], [3.43, 0.70, 1.56], [-2.77, -0.33, -1.10], [-3.85, -1.95, -1.61], [1.55, 1.86, 1.64], [-1.77, 1.93, -0.28], [2.27, -2.89, -0.71], [-2.30, 2.20, 3.11], [-2.74, 0.80, -0.33], [2.27, 0.69, 3.11], [-1.59, -0.63, -1.83], [2.21, 1.14, -1.56], [3.60, -2.21, -0.79], [-0.53, 2.38, 3.27], [0.43, 0.03, -2.35], [-1.36, 4.13, 1.87], [3.00, -0.34, 0.62], [3.89, -1.12, -0.26], [-0.98, -2.10, 0.72], [1.24, 3.57, -3.19], [-3.85, -1.39, -0.91], [4.94, -0.68, -0.39], [-2.22, -3.43, -0.43], [-0.10, -3.63, -0.36], [-4.17, -3.05, 0.69], [1.85, 2.07, -1.62], [-1.01, 3.00, 1.35], [1.98, -3.74, -1.21], [-2.20, -2.65, 0.15], [0.86, -0.52, 1.44], [-0.58, 1.31, -0.93], [2.50, 2.41, -3.65], [2.95, 2.31, 2.73], [1.58, 2.48, -2.99], [-3.29, -1.56, 1.31], [-0.57, 0.09, -1.53], [-4.89, -0.81, -0.55], [2.49, 2.70, -1.16], [0.11, -2.50, 0.15], [-2.00, 3.01, 0.27], [-1.19, 2.26, 2.63], [-3.55, -2.13, 0.65], [-1.36, -1.72, -2.24], [1.74, -1.00, 0.87], [-3.69, 1.16, 0.36], [-1.00, 1.00, 2.29], [1.27, -2.16, 0.22]], "nbo_charge": [0.21, 0.24, 0.22, -0.57, -0.26, -0.56, -0.51, -0.09, 0.16, 0.19, 0.30, -0.29, 0.23, -0.24, 0.15, -0.22, 0.19, -0.21, 0.20, 0.21, 0.18, 0.34, -0.28, 0.82, 0.22, -0.33, 0.21, 0.37, 0.38, 0.20, -0.06, -0.12, 0.19, -0.70, 0.26, 0.26, 0.21, 0.19, -0.63, 0.19, -0.29, 0.19, 0.19, -0.58, -0.46, -0.61, -0.16, 0.21, -0.38, 0.20, 0.19, 0.22]}

***

4.
{"formula": "C20H26N2O4S", "method": "the ωB97M-V functional and the def2-TZVPD basis", "spin_multiplicity": 1, "mol_weight_g_mol": 390.505, "charge": 0, "species": ["H", "H", "O", "H", "H", "C", "H", "C", "N", "H", "C", "H", "C", "H", "H", "H", "C", "O", "C", "H", "H", "C", "C", "C", "H", "C", "H", "C", "H", "H", "C", "O", "H", "H", "C", "H", "C", "H", "H", "S", "H", "H", "C", "N", "C", "C", "H", "C", "C", "O", "C", "H", "H"], "positions_angstrom": [[4.89, -1.25, 3.80], [4.99, -1.73, 1.34], [3.27, -0.80, 0.89], [4.35, -0.60, -4.52], [-3.64, 2.38, 0.86], [-5.58, -1.37, -1.16], [3.93, 0.17, -1.53], [3.09, 0.30, -2.22], [-0.92, 0.84, 0.09], [-3.77, -2.40, -1.65], [3.56, 1.09, -3.44], [2.26, 2.03, -1.27], [4.41, -0.89, 1.74], [-1.17, -4.12, -0.66], [-6.22, -2.13, -1.57], [1.13, -1.78, 1.63], [-3.91, 0.59, -0.10], [3.10, 1.39, 1.29], [0.39, -1.73, 0.83], [-0.47, -1.15, 1.16], [4.98, 0.04, 1.66], [0.36, 1.21, 0.35], [4.00, -1.14, 3.18], [0.98, -1.08, -0.43], [1.81, -1.69, -0.79], [-5.30, 0.74, -0.05], [0.21, -1.04, -1.20], [4.68, 0.37, -4.18], [5.54, 0.23, -3.52], [1.38, 2.89, 1.34], [-1.78, 1.68, 0.53], [-0.86, -3.21, -0.53], [2.71, 1.23, -4.12], [-7.19, -0.10, -0.54], [-6.12, -0.23, -0.58], [3.42, -0.30, 3.55], [2.68, 0.39, 0.76], [-5.72, 1.63, 0.40], [3.90, 2.07, -3.12], [-1.06, 3.08, 1.35], [-2.30, -0.67, -0.72], [2.77, -0.70, -2.54], [-4.20, -1.52, -1.20], [-3.13, 1.60, 0.45], [1.95, 1.01, -1.50], [-0.09, -3.13, 0.56], [3.40, -2.05, 3.25], [-3.36, -0.55, -0.68], [1.48, 0.35, -0.18], [0.15, -4.09, 1.24], [0.49, 2.39, 1.01], [5.00, 0.95, -5.04], [1.08, 1.07, -2.17]], "nbo_charge": [0.22, 0.19, -0.52, 0.20, 0.40, -0.25, 0.20, -0.40, -0.57, 0.21, -0.39, 0.22, -0.08, 0.50, 0.21, 0.23, 0.24, -0.62, -0.52, 0.25, 0.20, 0.25, -0.63, -0.38, 0.23, -0.28, 0.23, -0.60, 0.20, 0.27, 0.28, -0.70, 0.19, 0.21, -0.19, 0.22, 0.84, 0.20, 0.20, 0.32, 0.25, 0.20, -0.17, -0.60, -0.36, 0.80, 0.22, -0.29, -0.22, -0.60, -0.47, 0.21, 0.21]}

***

How do the records compare in ΔE to the lowest compared entry with this formula, charge and spin? In the order shown, they have 59.4 16.2 451.3 23.7 kcal/mol.
How do the records compare in energy? In the order shown, they have -1037.662858 -1511.156615 -1187.543477 -1586.431886 a.u..
How do the records compare in highest occupied orbital energy? In the order shown, they have -8.65 -8.64 -7.56 -7.75 eV.